[1]
This record from the OMol25 dataset describes a 2-piece molecular cluster, C4H8O2S overall in a non-equilibrium geometry. The level of theory is ωB97M-V/def2-TZVPD.

Geometry as XYZ:
```
15
Properties=species:S:1:pos:R:3:forces:R:3
C 1.5234 1.2846 -0.7809 -0.02 0.48 -0.72
C 1.8629 0.2721 -0.2565 -0.54 -0.10 1.16
C 2.2514 -0.9744 0.3834 -1.52 -0.37 0.34
O 3.3133 -1.4867 -0.3804 -0.09 -0.63 -0.26
H 1.2472 2.1079 -1.3830 -0.10 0.32 0.02
H 2.6200 -0.8438 1.3811 -0.13 0.36 0.82
H 1.3079 -1.5972 0.4519 1.42 0.20 -0.20
H 3.4460 -0.6875 -0.8807 1.23 -0.18 -1.09
C -2.9773 0.6599 0.3433 0.84 -1.65 -0.02
S -2.3456 -0.7688 -0.6339 -0.62 -0.58 -0.42
O -0.8792 -1.1868 0.1088 -0.24 0.67 0.65
H -2.4502 1.4722 -0.0789 -0.33 1.40 -0.39
H -2.5902 0.5472 1.3367 -0.04 -0.21 0.75
H -4.0827 0.6459 0.3637 0.76 0.15 -0.36
H -0.4763 -1.9507 -0.3273 -0.62 0.14 -0.28
```
Positions in Å, forces in eV/Å.

Properties
- SMILES: C#CCO.CSO
- LUMO energy: 0.632 eV
- Energy above the lowest of the compared OMol25 structures with the same formula, charge and spin: 104.4 kcal/mol
- HOMO-LUMO gap: 8.929 eV
- Maximum force: 1.85 eV Å⁻¹

Here are the Mulliken charges for atoms 1 to 8, given in e: atom 1 (C): 0.0638, atom 2 (C): -0.4758, atom 3 (C): -0.1206, atom 4 (O): -0.4891, atom 5 (H): 0.4349, atom 6 (H): 0.2244, atom 7 (H): 0.0639, atom 8 (H): 0.3132

[2]
This record from the OMol25 dataset describes a 2-piece molecular cluster, C4H8O2S overall in a non-equilibrium geometry. The level of theory is ωB97M-V/def2-TZVPD.

Geometry as XYZ:
```
15
Properties=species:S:1:pos:R:3:forces:R:3
C -2.3952 -0.0889 0.2663 -3.00 -0.75 0.49
C 1.1088 -0.7932 0.0533 0.74 -0.84 0.37
C -1.6601 1.0687 -0.1938 0.12 1.98 -2.65
C 2.4639 -0.2594 -0.1055 2.07 -0.47 -0.76
O -2.1989 -1.2792 0.2481 0.57 0.54 0.01
O 2.4095 1.1774 -0.0747 0.95 -0.40 -0.13
S 0.8670 -2.4630 0.0089 -0.59 1.41 0.66
H -3.4527 0.2808 0.6296 1.37 -0.63 -0.16
H -2.4099 1.6867 -0.8497 1.28 -1.14 1.05
H -0.6839 1.0154 -0.6991 -0.61 -0.71 0.08
H -1.4964 1.7018 0.6373 0.02 0.78 1.20
H 3.0094 -0.6381 -1.0593 -1.32 0.89 0.62
H 3.3347 -0.6764 0.5692 -2.03 0.90 -0.20
H 1.5101 1.4845 0.1029 0.11 -0.68 0.03
H -0.4061 -2.2171 0.4664 0.32 -0.88 -0.62
```
Positions in Å, forces in eV/Å.

Properties
- LUMO energy: -0.116 eV
- Energy above the lowest of the compared OMol25 structures with the same formula, charge and spin: 109.7 kcal/mol
- HOMO-LUMO gap: 8.498 eV
- Maximum force: 3.31 eV Å⁻¹

Here are the Mulliken charges for atoms 1 to 8, given in e: atom 1 (C): 0.2209, atom 2 (C): -0.3440, atom 3 (C): -0.7693, atom 4 (C): -0.0632, atom 5 (O): -0.4855, atom 6 (O): -0.4724, atom 7 (S): -0.1280, atom 8 (H): 0.2398

[3]
This record from the OMol25 dataset describes one molecule with the formula C4H8O2S2 in a non-equilibrium geometry. The level of theory is ωB97M-V/def2-TZVPD.

Geometry as XYZ:
```
16
Properties=species:S:1:pos:R:3:forces:R:3
C -0.5025 -0.7060 -0.7689 1.15 4.08 0.18
C -1.5637 1.6476 -0.1149 3.57 -0.21 -2.08
C 0.4643 -0.2834 0.4479 -1.75 0.04 -0.57
C 1.6263 -1.2035 0.3192 1.72 0.14 2.01
O -2.2015 -0.5110 1.1344 -1.11 -0.31 1.29
O 1.6723 1.8469 -0.6954 -0.04 -0.20 -0.08
S -2.1421 0.0238 -0.2295 1.26 -1.26 -0.95
S 0.9152 1.4649 0.5081 -2.65 -0.19 -0.45
H -0.1556 -0.2351 -1.7612 -0.45 -0.70 1.47
H -0.3494 -1.7417 -0.7738 -1.00 -1.69 -0.39
H -1.2992 2.0964 -1.1165 -0.58 -0.30 1.18
H -2.1087 2.2036 0.5741 -0.81 1.12 1.08
H -0.1300 -0.4560 1.3895 0.62 0.35 -0.82
H 2.5054 -0.7883 0.8835 -0.49 -0.24 -0.73
H 1.8718 -1.2491 -0.7463 0.33 -0.89 0.42
H 1.3974 -2.1090 0.9497 0.23 0.28 -1.58
```
Positions in Å, forces in eV/Å.

Properties
- LUMO energy (spin up / spin down): -0.941 / -0.972 eV
- Energy above the lowest of the compared OMol25 structures with the same formula, charge and spin: 105.8 kcal/mol
- HOMO-LUMO gap (spin up / spin down): 7.668 / 7.668 eV
- Maximum force: 4.24 eV Å⁻¹

Here are the Mulliken charges for atoms 1 to 8, given in e: atom 1 (C): -0.9116, atom 2 (C): -0.8002, atom 3 (C): 0.2521, atom 4 (C): -1.4520, atom 5 (O): -0.6075, atom 6 (O): -0.5159, atom 7 (S): 0.3850, atom 8 (S): 0.4088